No. 1
{"formula": "C5H12O2", "method": "ωB97M-V/def2-TZVPD", "elements": ["C", "C", "C", "O", "C", "C", "O", "H", "H", "H", "H", "H", "H", "H", "H", "H", "H", "H", "H"], "coordinates": [[2.241, -0.002, 1.223], [0.801, 0.525, 1.254], [0.214, 0.409, -0.144], [0.463, -0.948, -0.516], [-1.255, 0.614, -0.416], [-1.315, -0.686, -1.829], [-1.992, 0.333, 0.768], [2.268, -1.048, 0.906], [2.840, 0.562, 0.496], [2.720, 0.080, 2.201], [0.182, -0.083, 1.928], [0.769, 1.550, 1.628], [0.754, 1.049, -0.855], [-0.184, -1.445, 0.014], [-1.493, 1.688, -0.680], [-0.877, -1.727, -1.949], [-2.373, -0.827, -1.889], [-0.863, -0.163, -2.675], [-2.901, 0.118, 0.536]], "total_energy_ev": -9471.6138, "lumo_ha": 0.02948, "total_charge": 0, "homo_ev": -9.1, "max_force_ev_per_a": 1.89}

=====

No. 2
{"formula": "C5H12O2", "method": "ωB97M-V/def2-TZVPD", "elements": ["C", "C", "C", "O", "C", "C", "O", "H", "H", "H", "H", "H", "H", "H", "H", "H", "H", "H", "H"], "coordinates": [[2.599, -0.473, 0.595], [1.560, 0.049, -0.396], [0.129, -0.085, 0.115], [0.046, 0.627, 1.334], [-0.891, 0.456, -0.894], [-2.360, 0.179, -0.509], [-2.567, -0.004, 0.895], [3.617, -0.280, 0.239], [2.476, 0.015, 1.566], [2.497, -1.554, 0.745], [1.645, -0.484, -1.353], [1.743, 1.112, -0.599], [-0.073, -1.162, 0.286], [-0.898, 0.643, 1.563], [-0.696, 0.020, -1.882], [-0.717, 1.535, -0.981], [-2.750, -0.696, -1.047], [-2.993, 1.027, -0.782], [-2.366, -0.925, 1.106]], "total_energy_ev": -9474.3597, "lumo_ha": 0.02890, "total_charge": 0, "homo_ev": -10.0, "max_force_ev_per_a": 0.39}

=====

No. 3
{"formula": "C5H12O2", "method": "ωB97M-V/def2-TZVPD", "elements": ["C", "C", "C", "C", "C", "O", "O", "H", "H", "H", "H", "H", "H", "H", "H", "H", "H", "H", "H"], "coordinates": [[0.183, 0.097, -0.960], [-0.166, -0.197, 0.644], [-0.995, 0.355, 2.595], [1.673, 0.416, -1.097], [-0.223, -1.117, -1.791], [-0.837, 0.963, 1.088], [-0.601, 1.184, -1.279], [-0.900, 1.557, -0.347], [-0.812, -1.081, 0.660], [0.799, -0.362, 1.135], [-1.103, 1.298, 3.121], [-1.931, -0.196, 2.533], [-0.216, -0.207, 3.114], [2.283, -0.449, -0.841], [0.337, -2.001, -1.491], [1.936, 1.245, -0.438], [1.887, 0.714, -2.124], [-1.289, -1.306, -1.680], [-0.024, -0.913, -2.843]], "total_energy_ev": -9472.4487, "lumo_ha": 0.02778, "total_charge": 0, "homo_ev": -9.5, "max_force_ev_per_a": 5.94}

=====

No. 4
{"formula": "C5H12O2", "method": "ωB97M-V/def2-TZVPD", "elements": ["C", "O", "C", "C", "C", "C", "O", "H", "H", "H", "H", "H", "H", "H", "H", "H", "H", "H", "H"], "coordinates": [[0.070, 0.273, -2.494], [-0.700, -0.448, -1.545], [-0.936, 0.239, -0.326], [0.253, 0.153, 0.634], [0.094, 1.137, 1.791], [0.424, -1.276, 1.157], [0.731, -2.217, 0.155], [0.447, 1.220, -2.088], [0.925, -0.332, -2.810], [-0.550, 0.495, -3.371], [-1.204, 1.287, -0.524], [-1.814, -0.245, 0.119], [1.160, 0.411, 0.067], [0.994, 1.152, 2.416], [-0.752, 0.860, 2.432], [-0.081, 2.155, 1.424], [1.246, -1.312, 1.883], [-0.499, -1.554, 1.702], [0.192, -1.999, -0.619]], "total_energy_ev": -9473.9031, "lumo_ha": 0.03691, "total_charge": 0, "homo_ev": -9.9, "max_force_ev_per_a": 0.43}

=====

No. 5
{"formula": "C5H12O2", "method": "ωB97M-V/def2-TZVPD", "elements": ["C", "C", "C", "O", "C", "C", "O", "H", "H", "H", "H", "H", "H", "H", "H", "H", "H", "H", "H"], "coordinates": [[-1.357, 2.112, -0.167], [0.031, 1.583, 0.194], [0.392, 0.386, -0.648], [1.424, -0.474, -0.155], [0.083, -0.981, -0.230], [-0.131, -2.101, -1.207], [1.293, -0.844, 2.630], [-1.412, 2.394, -1.225], [-2.125, 1.352, 0.017], [-1.610, 2.996, 0.427], [0.786, 2.366, 0.047], [0.072, 1.291, 1.250], [0.468, 0.572, -1.723], [1.616, -0.589, 1.749], [-0.371, -1.095, 0.757], [0.452, -1.928, -2.117], [0.180, -3.056, -0.771], [-1.189, -2.182, -1.473], [1.400, -1.802, 2.643]], "total_energy_ev": -9473.8133, "lumo_ha": 0.03704, "total_charge": 0, "homo_ev": -10.5, "max_force_ev_per_a": 0.23}

=====

No. 6
{"formula": "C5H12O2", "method": "ωB97M-V/def2-TZVPD", "elements": ["O", "H", "H", "O", "C", "C", "C", "C", "C", "H", "H", "H", "H", "H", "H", "H", "H", "H", "H"], "coordinates": [[0.200, -2.957, -2.266], [-0.062, -2.522, -1.424], [0.120, -2.250, -2.946], [-0.413, -1.749, 0.698], [0.727, 1.659, 0.665], [0.053, 1.496, -0.657], [0.770, 0.316, 1.284], [-0.853, 0.285, -0.492], [-0.586, -0.365, 0.912], [-0.417, -2.192, 1.573], [1.757, 2.045, 0.542], [0.139, 2.432, 1.196], [0.773, 1.341, -1.483], [-0.508, 2.427, -0.869], [0.956, 0.359, 2.374], [1.529, -0.356, 0.839], [-0.931, -0.443, -1.322], [-1.869, 0.672, -0.287], [-1.385, -0.197, 1.662]], "total_energy_ev": -9474.1132, "lumo_ha": 0.02935, "total_charge": 0, "homo_ev": -10.2, "max_force_ev_per_a": 2.76}

=====

No. 7
{"formula": "C5H12O2", "method": "ωB97M-V/def2-TZVPD", "elements": ["C", "C", "C", "O", "C", "C", "H", "H", "H", "H", "H", "H", "H", "H", "H", "H", "H", "H", "O"], "coordinates": [[-2.577, -0.208, -0.074], [-1.285, 0.535, -0.491], [2.076, 1.316, 1.115], [2.596, -0.026, 1.114], [0.726, 1.323, 0.531], [-0.216, 0.282, 0.419], [-2.342, -1.006, 0.673], [-3.084, -0.567, -0.936], [-3.089, 0.644, 0.422], [-1.478, 1.586, -0.639], [-1.210, 0.138, -1.488], [2.132, 1.624, 2.167], [2.555, 2.164, 0.545], [3.571, -0.090, 1.270], [0.276, 2.312, 0.597], [0.023, -0.655, 0.953], [0.305, -3.080, -2.836], [0.959, -3.277, -1.445], [0.062, -3.018, -1.896]], "total_energy_ev": -9471.9253, "lumo_ha": 0.02687, "total_charge": 0, "homo_ev": -8.2, "max_force_ev_per_a": 5.75}